60
Properties=species:S:1:pos:R:3 method="wB97M-V/def2-TZVPD" charge=0 smiles="CN(C)C=O.CN(C)C=O.CN(C)C=O.CN(C)C=O.CN(C)C=O" energy_ha=-1242.415385 lumo_ev=0.7 gap_ev=9.75 max_force_ev_per_a=4.09
O 7.53 -0.62 -2.83
O -2.00 -1.48 0.41
O 3.08 -8.40 -1.85
O -3.92 6.94 -1.16
O -6.38 0.75 3.38
N -6.71 -1.03 4.72
N 7.51 1.25 -4.07
N 4.63 -8.68 -0.23
N -5.25 8.44 -0.04
N -0.22 -0.35 -0.39
C 5.84 -9.35 0.14
C -6.36 8.80 0.94
C -4.76 7.22 -0.24
C 6.62 0.76 -5.13
C -7.54 -2.13 5.26
C -0.89 0.88 -0.85
C -4.60 9.62 -0.75
C 7.90 2.65 -4.27
C 1.17 -0.34 -0.81
C 3.92 -7.88 0.75
C -7.08 -0.22 3.75
C 4.11 -8.88 -1.38
C -5.35 -0.82 5.26
C 7.80 0.53 -2.98
C -0.84 -1.46 0.09
H -6.09 9.16 1.93
H 1.65 -1.23 -0.42
H 1.19 -0.34 -1.90
H -5.48 -0.43 6.27
H -1.20 0.93 -1.90
H -4.87 -1.78 5.47
H 8.51 3.00 -3.43
H 1.84 0.49 -0.60
H 6.54 -0.31 -4.94
H -6.93 -2.88 5.76
H -4.68 -0.12 4.78
H 5.70 -10.03 0.97
H 5.64 1.22 -5.05
H 6.95 3.15 -4.45
H 8.45 1.11 -2.30
H -6.93 7.89 1.14
H -0.31 1.78 -0.63
H -5.47 6.51 0.21
H 6.38 -9.75 -0.72
H 6.49 -8.56 0.51
H -5.35 9.95 -1.47
H -7.07 9.38 0.35
H 4.71 -9.67 -1.87
H -8.17 -2.59 4.50
H 4.54 -7.21 1.35
H -4.40 10.36 0.01
H -3.71 9.36 -1.33
H -1.88 1.04 -0.43
H -8.09 -1.83 6.15
H 7.00 1.06 -6.10
H -8.09 -0.46 3.39
H 3.23 -7.16 0.32
H 8.36 2.55 -5.25
H 3.45 -8.55 1.48
H -0.13 -2.23 0.43


21
Properties=species:S:1:pos:R:3 method="wB97M-V/def2-TZVPD" spin_multiplicity=2 charge=-1 s_squared=0.75 energy_ha=-514.925863 lumo_ev="3.4 / 3.4" gap_ev="4.04 / 7.40" max_force_ev_per_a=1.82
O -2.56 -0.47 -1.97
O -0.56 1.61 0.25
O 0.84 1.59 -2.03
O 2.37 -0.70 2.09
O 2.45 -0.51 -0.90
N -1.55 -1.56 0.72
C -0.57 -0.56 1.22
C -1.05 0.85 1.20
H 0.06 1.02 -1.86
H 3.35 -0.26 -1.10
H -1.75 1.18 1.97
H 0.64 2.11 -1.23
H -1.93 -2.19 1.43
H 0.27 -0.56 0.53
H -2.77 -0.80 -1.08
H 2.30 -0.09 1.34
H -0.15 -0.88 2.18
H -1.13 -2.28 0.15
H 2.89 -1.40 1.65
H -2.12 0.35 -1.70
H 1.85 0.23 -1.12


96
Properties=species:S:1:pos:R:3 method="wB97M-V/def2-TZVPD" charge=+1 energy_ha=-5668.881637 lumo_ev=-3.2 gap_ev=8.45 max_force_ev_per_a=8.35
I -1.32 0.44 3.14
I -4.50 1.94 3.27
I -0.67 3.06 0.25
S -3.66 5.16 6.82
S 0.02 -4.95 2.50
S -2.12 6.66 -1.10
S 6.24 -3.80 -2.01
S -5.82 -1.90 -1.97
F 1.17 -3.48 -2.46
O -4.23 3.84 6.96
O -2.69 5.34 -0.97
O -6.74 -3.15 -1.48
O 1.14 -4.09 2.79
O 5.87 -3.22 -3.49
O -4.03 5.74 5.34
O 5.67 -5.12 -1.88
O -1.34 -4.46 2.40
O -6.29 -0.70 -1.32
O -5.65 -1.99 -3.41
O 0.61 -0.62 -1.92
O 3.69 0.94 -0.33
O 5.21 2.53 0.71
O 7.85 -3.95 -2.24
O -4.43 -2.36 -1.27
O 6.02 -2.74 -1.05
O 0.35 -5.81 1.16
O -2.34 7.71 -0.14
O 0.04 -6.19 3.56
O -3.88 6.22 7.78
O -2.49 7.23 -2.58
O -0.51 6.51 -1.32
O -2.05 5.01 6.60
N -1.80 0.15 -0.14
C -1.12 -1.23 -0.05
C -0.21 6.71 -2.70
C -5.89 -4.19 -1.00
C 0.71 -7.14 1.53
C -2.83 6.16 4.69
C 1.95 -2.63 -0.20
C -3.73 1.30 1.28
C -0.83 1.15 -0.80
C -2.36 0.63 1.17
C -4.68 -3.47 -0.40
C -1.74 5.22 5.22
C -1.29 7.65 -3.23
C 6.22 0.16 0.18
C 7.07 -2.80 -4.14
C 1.66 1.66 -1.80
C -4.70 1.60 -0.01
C 5.01 1.31 0.19
C 0.68 0.55 -1.03
C 8.16 -3.74 -3.61
C -0.02 -7.42 2.84
C 2.96 2.10 -0.88
C 0.62 -3.00 -1.14
C -0.32 -1.65 -1.44
H -0.05 -3.81 -0.61
H 6.14 -0.53 -0.76
H -2.93 6.10 3.61
H 6.22 -0.53 1.13
H -1.40 7.60 -4.31
H -2.63 7.19 4.99
H 1.80 -7.17 1.67
H 2.60 -1.77 -0.66
H -1.78 4.25 4.71
H -1.07 -7.65 2.66
H -0.34 -1.31 0.82
H 3.72 2.63 -1.63
H -4.91 -3.08 0.59
H 2.59 -3.63 -0.11
H 0.44 -8.22 3.42
H 1.06 2.57 -2.24
H -5.57 0.79 0.00
H -3.80 -4.12 -0.34
H -5.59 -4.81 -1.86
H -4.15 1.62 -1.04
H 2.69 2.92 -0.08
H -0.25 5.74 -3.21
H 2.13 1.11 -2.75
H 7.27 -1.77 -3.84
H 1.17 0.35 0.01
H 7.23 0.77 0.11
H -5.17 2.68 0.16
H -1.10 -1.90 -2.27
H -6.41 -4.81 -0.27
H -2.02 -2.01 0.05
H -1.09 8.69 -2.93
H 6.97 -2.86 -5.22
H 1.63 -2.27 0.89
H 0.43 -7.85 0.74
H 0.79 7.14 -2.81
H -1.25 1.41 -1.89
H 9.16 -3.31 -3.72
H -2.56 0.01 -0.87
H 8.12 -4.71 -4.12
H -0.74 5.65 5.11


8
Properties=species:S:1:pos:R:3 method="wB97M-V/def2-TZVPD" charge=0 energy_ha=-259.392755 lumo_ev=-1.2 gap_ev=4.89 max_force_ev_per_a=2.51
Sr 1.18 0.79 -0.06
O 0.35 -1.23 0.21
C -1.48 0.68 -0.35
C -0.82 -1.70 0.10
C -2.01 -0.64 0.02
C -0.91 1.74 -0.05
H -2.68 -1.02 -0.77
H -2.58 -0.72 0.95